*P*
{"formula": "C3H10NO4", "method": "ωB97M-V/def2-TZVPD", "spin_multiplicity": 1, "charge": -1, "lumo_energy_ev": 3.370, "orbital_gap_ev": 7.552, "homo_ev": -4.18, "mol_weight_g_mol": 124.1, "elements": ["C", "N", "C", "C", "O", "O", "H", "H", "H", "H", "H", "H", "H", "H", "O", "H", "H", "O"], "positions_angstrom": [[-2.27, -1.77, -2.09], [-0.82, -1.53, -1.88], [-0.49, -0.38, -1.07], [-0.17, -0.88, 0.41], [-0.62, -0.16, 1.35], [0.39, -1.98, 0.50], [-2.79, -1.97, -1.15], [-2.25, -2.65, -2.72], [-2.69, -0.88, -2.56], [-0.41, -2.34, -1.42], [-1.30, 0.35, -0.94], [0.26, 0.25, -1.57], [0.35, 1.21, 0.93], [1.72, 1.65, 0.42], [0.88, 2.04, 0.75], [4.03, 3.14, 3.22], [2.67, 3.19, 3.90], [3.52, 2.72, 3.93]]}


*Q*
{"formula": "C3H10NO4", "method": "ωB97M-V/def2-TZVPD", "spin_multiplicity": 1, "charge": -1, "lumo_energy_ev": 3.958, "orbital_gap_ev": 8.479, "homo_ev": -4.52, "mol_weight_g_mol": 124.1, "elements": ["C", "N", "C", "C", "O", "O", "H", "H", "H", "H", "H", "H", "H", "H", "O", "H", "H", "O"], "positions_angstrom": [[0.31, -1.65, 1.60], [-0.04, -0.42, 1.21], [0.88, 0.65, 1.01], [1.26, 0.89, -0.47], [0.18, 0.88, -1.31], [-0.41, -2.61, 1.75], [1.38, -1.71, 1.94], [-0.91, -0.23, 0.72], [1.86, 0.56, 1.51], [0.56, 1.62, 1.43], [2.01, 0.06, -0.72], [1.89, 1.79, -0.63], [-2.38, 0.71, -0.95], [-1.10, 1.28, -0.79], [-2.06, 1.34, -0.28], [-0.57, -0.49, -1.98], [-1.88, -1.30, -1.85], [-0.99, -1.37, -2.19]]}


*R*
{"formula": "C3H10NO4", "method": "ωB97M-V/def2-TZVPD", "spin_multiplicity": 1, "charge": -1, "lumo_energy_ev": 3.943, "orbital_gap_ev": 8.834, "homo_ev": -4.89, "mol_weight_g_mol": 124.1, "elements": ["C", "C", "C", "O", "O", "N", "H", "H", "H", "H", "H", "H", "H", "H", "O", "H", "H", "O"], "positions_angstrom": [[1.37, -2.31, 0.36], [1.24, -0.90, 0.95], [0.35, 0.05, 0.06], [-0.92, -0.03, 0.19], [0.93, 0.93, -0.59], [1.48, -2.36, -1.10], [2.43, -2.59, 0.80], [0.56, -2.97, 0.69], [0.85, -0.93, 1.97], [2.14, -0.29, 0.85], [1.88, -1.55, -1.53], [0.53, -2.53, -1.46], [-0.33, 2.30, -0.01], [-0.90, 2.01, 1.26], [-0.66, 2.81, 0.76], [-2.71, 1.38, 0.23], [-2.59, 0.54, -1.02], [-3.08, 1.29, -0.65]]}


So which one is most stable? That would be *R*, about 0.380 eV below the next structure.


*P*
{"formula": "C6H10N2S2", "method": "ωB97M-V/def2-TZVPD", "spin_multiplicity": 1, "charge": 0, "lumo_energy_ev": [-0.699, -0.702], "orbital_gap_ev": [7.219, 7.215], "homo_ev": [-7.92, -7.92], "mol_weight_g_mol": 174.3, "elements": ["C", "C", "C", "C", "C", "C", "N", "N", "S", "S", "H", "H", "H", "H", "H", "H", "H", "H", "H", "H"], "positions_angstrom": [[-0.97, 1.26, 1.41], [-1.86, 1.58, 0.36], [0.25, 1.41, 0.81], [-0.20, -0.95, -1.65], [0.36, -1.73, 0.67], [0.77, -1.05, -0.57], [-1.22, 1.96, -0.76], [0.05, 1.78, -0.46], [3.32, -1.03, 1.01], [2.46, -0.56, -0.67], [-1.10, 0.93, 2.33], [-2.85, 1.64, 0.57], [0.16, -1.18, -2.59], [-0.70, 0.02, -1.69], [-0.90, -1.72, -1.51], [-0.63, -1.32, 0.74], [0.83, -1.53, 1.62], [0.34, -2.80, 0.55], [0.71, 2.10, -1.28], [1.19, 1.19, 1.11]]}


*Q*
{"formula": "C6H10N2S2", "method": "ωB97M-V/def2-TZVPD", "spin_multiplicity": 1, "charge": 0, "lumo_energy_ev": [-1.181, -1.180], "orbital_gap_ev": [6.552, 6.553], "homo_ev": [-7.73, -7.73], "mol_weight_g_mol": 174.3, "elements": ["C", "C", "C", "C", "C", "C", "N", "N", "S", "S", "H", "H", "H", "H", "H", "H", "H", "H", "H", "H"], "positions_angstrom": [[0.04, 0.78, 0.13], [-0.54, 2.79, 1.11], [-0.48, -1.44, 0.85], [1.86, -0.79, 0.27], [0.18, -0.87, -1.66], [0.41, -0.61, -0.13], [0.11, 1.66, 0.91], [-2.24, 1.14, -0.34], [-0.01, 4.16, 1.82], [-2.16, 2.66, 0.19], [-1.49, -1.22, 0.66], [-0.29, -2.51, 0.57], [-0.12, -1.45, 1.97], [1.93, -0.35, 1.26], [2.55, -0.34, -0.41], [1.99, -1.92, 0.35], [1.07, -1.10, -2.29], [-0.25, 0.15, -2.16], [-0.55, -1.75, -1.78], [-2.00, 1.00, -1.34]]}


So which one is most stable? That would be *P*, about 1.544 eV below the next structure.


*P*
{"formula": "C3H10N4O2", "method": "ωB97M-V/def2-TZVPD", "spin_multiplicity": 1, "charge": 0, "lumo_energy_ev": 0.619, "orbital_gap_ev": 9.056, "smiles": "[H]/N=C/NN.CC(=O)ON", "homo_ev": -8.44, "mol_weight_g_mol": 134.1, "elements": ["C", "N", "C", "N", "O", "H", "H", "H", "H", "H", "H", "N", "C", "O", "N", "H", "H", "H", "H"], "positions_angstrom": [[1.81, 0.04, -1.55], [0.48, -0.17, 1.59], [0.41, 0.49, -1.27], [0.19, 1.15, 1.97], [0.08, 1.63, -0.99], [1.42, -0.54, 1.72], [0.95, 1.60, 2.48], [-0.20, 1.65, 1.16], [2.44, 0.32, -0.71], [2.17, 0.51, -2.47], [1.85, -1.05, -1.65], [-1.90, -0.05, -1.68], [-0.59, -1.04, 1.39], [-0.51, -0.54, -1.63], [-1.83, -0.71, 1.33], [-2.29, -0.55, -0.88], [-1.81, 0.91, -1.33], [-2.41, -1.55, 1.21], [-0.26, -2.09, 1.31]]}


*Q*
{"formula": "C3H10N4O2", "method": "ωB97M-V/def2-TZVPD", "spin_multiplicity": 1, "charge": 0, "lumo_energy_ev": -0.086, "orbital_gap_ev": 9.082, "smiles": "C[C@@](N)(O)C(N)(N)N=O", "homo_ev": -9.17, "mol_weight_g_mol": 134.1, "elements": ["C", "C", "C", "N", "N", "N", "O", "N", "O", "H", "H", "H", "H", "H", "H", "H", "H", "H", "H"], "positions_angstrom": [[-0.40, 0.72, 0.07], [0.55, -0.52, -0.18], [-0.26, -1.79, -0.47], [-0.96, 0.57, 1.41], [0.33, 1.95, -0.02], [1.39, -0.76, 0.97], [1.36, -0.17, -1.27], [-1.56, 0.60, -0.81], [-1.74, 1.49, -1.62], [1.96, -0.91, -1.44], [-1.24, 1.49, 1.75], [-1.79, -0.02, 1.37], [1.16, 1.82, -0.60], [-0.26, 2.64, -0.48], [0.80, -0.89, 1.79], [1.97, 0.05, 1.14], [0.43, -2.62, -0.58], [-0.93, -2.00, 0.35], [-0.83, -1.66, -1.38]]}


So which one is most stable? That would be *Q*, about 0.797 eV below the next structure.


*P*
{"formula": "CH4FIP2", "method": "ωB97M-V/def2-TZVPD", "spin_multiplicity": 1, "charge": 0, "lumo_energy_ev": -0.242, "orbital_gap_ev": 9.041, "smiles": "[H]/P=C\\F.PI", "homo_ev": -9.28, "mol_weight_g_mol": 223.9, "elements": ["C", "F", "P", "P", "I", "H", "H", "H", "H"], "positions_angstrom": [[-1.66, -0.56, -0.32], [-0.88, 0.31, 0.41], [2.15, 1.05, -0.85], [-2.91, -1.40, 0.44], [4.30, 0.77, 0.35], [-1.11, -0.88, -1.19], [1.64, -0.14, -0.41], [1.22, 1.56, 0.04], [-2.75, -0.70, 1.54]]}


*Q*
{"formula": "CH4FIP2", "method": "ωB97M-V/def2-TZVPD", "spin_multiplicity": 1, "charge": 0, "lumo_energy_ev": 0.048, "orbital_gap_ev": 8.276, "homo_ev": -8.23, "mol_weight_g_mol": 223.9, "elements": ["C", "F", "P", "P", "I", "H", "H", "H", "H"], "positions_angstrom": [[-0.49, 1.51, -0.75], [-0.01, 0.96, 1.84], [0.38, -1.77, 0.23], [0.32, 0.41, 0.22], [0.34, 0.45, -2.55], [-1.53, 1.71, -0.82], [-0.98, -1.96, 0.27], [0.18, -1.91, 1.57], [1.79, 0.60, 0.01]]}


So which one is most stable? That would be *P*, about 0.203 eV below the next structure.


*P*
{"formula": "C3H10O3", "method": "ωB97M-V/def2-TZVPD", "spin_multiplicity": 2, "charge": 1, "lumo_energy_ev": [-5.667, -8.563], "s_squared": 0.754, "orbital_gap_ev": [7.879, 4.983], "homo_ev": [-13.55, -13.55], "mol_weight_g_mol": 94.1, "elements": ["C", "C", "O", "C", "H", "H", "H", "H", "H", "H", "H", "H", "O", "H", "H", "O"], "positions_angstrom": [[1.13, -1.47, 1.66], [0.35, -0.80, 0.71], [0.96, -0.62, -0.46], [-1.04, -0.38, 0.82], [0.78, -2.17, 2.40], [2.20, -1.35, 1.56], [0.65, -1.40, -0.98], [-1.63, -1.24, 1.14], [-1.42, -0.05, -0.13], [-1.13, 0.45, 1.52], [2.14, 2.00, -6.63], [1.73, 0.59, -6.40], [1.81, 1.43, -5.92], [-1.60, 1.27, 3.18], [-2.75, 2.23, 3.63], [-2.18, 1.50, 3.90]]}


*Q*
{"formula": "C3H10O3", "method": "ωB97M-V/def2-TZVPD", "spin_multiplicity": 2, "charge": 1, "lumo_energy_ev": [-8.541, -8.541], "s_squared": 0.758, "orbital_gap_ev": [4.942, 4.633], "homo_ev": [-13.48, -13.17], "mol_weight_g_mol": 94.1, "elements": ["C", "C", "O", "C", "H", "H", "H", "H", "H", "H", "H", "H", "O", "H", "H", "O"], "positions_angstrom": [[4.85, 0.65, 1.21], [3.71, -0.03, 1.31], [-1.35, -0.47, -1.33], [2.70, 0.00, 0.15], [3.07, -0.21, 2.29], [5.35, 1.35, 1.78], [-1.47, 0.49, -1.29], [2.88, -1.00, -0.41], [2.81, 0.97, -0.55], [1.67, 0.08, 0.64], [-2.35, -0.91, -1.28], [-4.20, 0.06, -0.45], [-4.60, 0.86, 0.16], [-5.27, 1.38, -0.13], [-4.07, -2.04, -1.03], [-3.71, -1.20, -1.07]]}


So which one is most stable? That would be *P*, about 6.186 eV below the next structure.


*P*
{"formula": "BrH4N2OP", "method": "ωB97M-V/def2-TZVPD", "spin_multiplicity": 1, "charge": 0, "lumo_energy_ev": -1.312, "orbital_gap_ev": 9.031, "homo_ev": -10.34, "mol_weight_g_mol": 158.9, "elements": ["N", "N", "O", "P", "Br", "H", "H", "H", "H"], "positions_angstrom": [[-0.86, -0.72, -0.76], [2.25, -0.04, 0.32], [-3.29, -0.80, 0.39], [-2.23, -0.12, -0.36], [-2.53, 2.15, -0.40], [-0.06, -0.21, -1.19], [1.99, -0.94, 0.67], [1.53, 0.64, 0.81], [3.22, 0.03, 0.52]]}


*Q*
{"formula": "BrH4N2OP", "method": "ωB97M-V/def2-TZVPD", "spin_multiplicity": 1, "charge": 0, "lumo_energy_ev": 0.302, "orbital_gap_ev": 10.171, "smiles": "N=[P@](N)(O)Br", "homo_ev": -9.87, "mol_weight_g_mol": 158.9, "elements": ["N", "N", "O", "P", "Br", "H", "H", "H", "H"], "positions_angstrom": [[0.19, 1.22, -1.34], [-0.99, -1.07, 0.08], [0.35, 0.82, 1.27], [0.38, 0.19, -0.20], [2.10, -1.12, -0.04], [1.11, 1.49, -1.80], [-1.37, -1.25, -0.78], [-1.65, -0.59, 0.81], [-0.13, 0.32, 2.00]]}


So which one is most stable? That would be *Q*, about 0.692 eV below the next structure.


*P*
{"formula": "C3H16O5", "method": "ωB97M-V/def2-TZVPD", "spin_multiplicity": 1, "charge": 0, "lumo_energy_ev": 0.422, "orbital_gap_ev": 10.639, "smiles": "CCCO.O.O.O.O", "homo_ev": -10.22, "mol_weight_g_mol": 132.2, "elements": ["C", "O", "C", "C", "H", "H", "H", "H", "H", "H", "H", "H", "H", "H", "O", "H", "H", "O", "H", "H", "O", "H", "H", "O"], "positions_angstrom": [[-1.30, -0.26, -0.16], [-2.56, -0.65, -0.73], [-0.95, 1.19, -0.56], [-1.24, 2.26, 0.49], [-1.47, -0.36, 0.92], [-0.65, -0.99, -0.64], [-3.23, 0.03, -0.66], [0.12, 1.19, -0.82], [-1.52, 1.41, -1.47], [-0.32, 2.75, 0.82], [-2.00, 2.97, 0.15], [-1.49, 1.76, 1.44], [1.40, -0.31, 3.54], [1.26, 0.60, 2.44], [0.79, -0.16, 2.81], [2.57, -2.11, 1.76], [1.31, -2.42, 2.70], [2.22, -2.15, 2.64], [1.95, 0.40, -1.57], [2.35, -0.38, -2.85], [2.49, 0.41, -2.35], [-0.45, -1.98, -2.17], [0.30, -1.61, -3.35], [0.41, -1.59, -2.39]]}


*Q*
{"formula": "C3H16O5", "method": "ωB97M-V/def2-TZVPD", "spin_multiplicity": 1, "charge": 0, "lumo_energy_ev": 0.682, "orbital_gap_ev": 10.287, "smiles": "C=CC.O.O.O.O.O", "homo_ev": -9.61, "mol_weight_g_mol": 132.2, "elements": ["C", "C", "C", "H", "H", "H", "H", "H", "H", "H", "H", "O", "H", "H", "O", "H", "H", "O", "H", "H", "O", "H", "H", "O"], "positions_angstrom": [[2.04, -0.46, -2.37], [1.28, 0.02, -1.19], [1.04, 1.30, -0.90], [1.41, -0.75, -3.22], [2.68, 0.33, -2.76], [2.71, -1.29, -2.15], [0.75, -0.79, -0.70], [0.75, 1.63, 0.08], [1.22, 2.11, -1.61], [0.62, -1.25, 2.42], [1.89, -0.34, 2.26], [1.07, -0.45, 2.75], [-1.05, 0.58, -2.02], [-2.43, 0.68, -2.74], [-2.02, 0.62, -1.87], [-0.99, -2.82, 1.94], [-1.65, -1.69, 1.09], [-0.88, -1.92, 1.61], [-0.04, 1.03, 2.54], [-0.91, 2.28, 2.60], [-0.91, 1.39, 2.24], [-1.77, 0.05, 1.35], [-2.56, 0.18, 0.00], [-2.23, -0.45, 0.65]]}


So which one is most stable? That would be *Q*, about 0.474 eV below the next structure.


*P*
{"formula": "C6H20O6", "method": "ωB97M-V/def2-TZVPD", "spin_multiplicity": 1, "charge": 0, "lumo_energy_ev": 0.258, "orbital_gap_ev": 8.749, "smiles": "CC(C)=C/C=C/O.O.O.O.O.O", "homo_ev": -8.49, "mol_weight_g_mol": 188.2, "elements": ["C", "C", "C", "C", "C", "O", "C", "H", "H", "H", "H", "H", "H", "H", "H", "H", "H", "H", "H", "O", "H", "H", "O", "H", "H", "O", "H", "H", "O", "H", "H", "O"], "positions_angstrom": [[-3.41, 0.93, -0.13], [-1.92, 1.03, 0.15], [-1.18, 1.90, -0.52], [0.24, 2.08, -0.51], [1.06, 2.44, 0.45], [2.43, 2.65, 0.25], [-1.73, 0.05, 1.23], [-3.72, 1.02, -1.24], [-3.80, -0.16, -0.17], [-3.96, 1.33, 0.73], [-1.67, 2.73, -1.11], [0.70, 1.79, -1.42], [0.73, 2.91, 1.35], [2.90, 1.75, 0.05], [-0.83, 0.12, 1.79], [-1.67, -1.04, 0.70], [-2.52, -0.27, 1.82], [3.40, 0.08, 2.47], [2.91, -0.86, 1.67], [3.52, -0.12, 1.60], [-1.25, -3.74, -1.00], [-0.11, -2.85, -1.10], [-0.93, -2.84, -0.77], [0.36, -0.88, -3.75], [1.27, 0.29, -3.50], [1.22, -0.69, -3.28], [2.71, -1.50, -0.26], [1.42, -1.24, -1.39], [1.82, -1.71, -0.61], [0.54, -2.06, 2.84], [0.55, -1.55, 1.43], [0.94, -1.61, 2.24]]}


*Q*
{"formula": "C6H20O6", "method": "ωB97M-V/def2-TZVPD", "spin_multiplicity": 1, "charge": 0, "lumo_energy_ev": 0.236, "orbital_gap_ev": 11.237, "smiles": "CC(C)CCC(=O)O.O.O.O.O", "homo_ev": -11.00, "mol_weight_g_mol": 188.2, "elements": ["O", "C", "O", "C", "C", "C", "C", "C", "H", "H", "H", "H", "H", "H", "H", "H", "H", "H", "H", "H", "H", "H", "O", "H", "H", "O", "H", "H", "O", "H", "H", "O"], "positions_angstrom": [[-1.99, 0.83, -0.58], [-1.60, -0.31, -0.72], [-1.97, -0.86, -1.95], [-0.83, -1.30, 0.07], [0.66, -1.19, -0.46], [1.34, 0.08, 0.16], [2.44, 0.50, -0.67], [1.78, -0.41, 1.63], [-2.41, -0.21, -2.57], [-1.14, -2.32, -0.25], [-1.05, -1.03, 1.12], [0.44, -1.34, -1.62], [1.21, -2.07, -0.09], [0.57, 0.90, 0.18], [3.21, -0.11, -0.21], [2.17, 0.24, -1.70], [2.72, 1.52, -0.61], [0.97, -0.49, 2.35], [2.51, 0.24, 1.99], [2.17, -1.46, 1.39], [0.16, -3.27, 1.20], [-0.78, -4.15, 1.74], [-0.28, -4.02, 0.89], [-2.56, 1.84, 2.43], [-1.38, 1.76, 1.56], [-1.71, 2.31, 2.26], [-0.85, 3.24, -0.50], [-0.32, 2.78, 0.77], [-0.02, 3.03, -0.15], [-1.76, 1.51, -2.21], [-0.47, 1.99, -2.47], [-1.23, 1.75, -2.98]]}


So which one is most stable? That would be *Q*, about 2.640 eV below the next structure.